{
  "formula": "C4H25N2O10",
  "method": "the ωB97M-V functional and the def2-TZVPD basis",
  "orbital_gap_ev": [3.010, 7.084],
  "e_tot_ev": -28003.70666,
  "multiplicity": 2,
  "relative_energy_kcal_mol": 67.2,
  "elements": ["N", "C", "C", "C", "O", "C", "N", "O", "H", "H", "H", "H", "H", "H", "H", "H", "H", "H", "H", "O", "H", "H", "O", "H", "H", "O", "H", "H", "O", "H", "H", "O", "H", "H", "O", "H", "H", "O", "H", "H", "O"],
  "positions_angstrom": [[0.84, -1.85, 0.92], [0.27, -0.42, 0.76], [-1.18, -0.37, 1.33], [-0.86, -0.20, 2.76], [-0.07, -0.99, 3.35], [0.29, 0.05, -0.75], [0.87, 1.24, -1.15], [-0.15, -0.68, -1.64], [0.41, -2.58, 0.22], [1.87, -1.81, 0.85], [0.56, -2.10, 1.88], [0.86, 0.29, 1.48], [-1.77, 0.37, 0.73], [-1.95, -1.23, 1.29], [-1.27, 0.56, 3.27], [0.92, 1.52, -2.15], [1.61, 1.76, -0.61], [-4.35, -0.72, 1.13], [-4.70, -0.32, -0.37], [-4.15, -0.12, 0.47], [-2.08, -0.71, -3.35], [-1.29, -1.93, -3.16], [-2.14, -1.64, -3.28], [2.71, -2.29, -2.09], [1.39, -1.61, -1.62], [2.21, -2.13, -1.33], [-1.80, -3.22, -1.69], [-1.29, -4.46, -0.98], [-1.19, -3.43, -0.88], [-1.05, 4.25, 0.71], [-0.94, 2.72, 0.14], [-0.44, 3.53, 0.09], [1.21, 3.01, 2.26], [1.23, 2.87, 0.77], [1.40, 2.28, 1.60], [3.48, 0.09, 2.21], [3.96, -0.97, 1.10], [3.16, -0.70, 1.66], [1.93, 3.88, -1.88], [0.49, 4.41, -2.03], [1.01, 3.64, -2.03]],
  "mulliken_charge": [0.080, 0.963, -0.319, -0.764, -0.780, -0.908, -0.103, -0.583, 0.357, 0.255, 0.485, 0.014, 0.265, 0.072, 0.627, 0.276, 0.236, 0.296, 0.310, -0.611, 0.288, 0.300, -0.618, 0.305, 0.293, -0.663, 0.317, 0.293, -0.608, 0.312, 0.362, -0.637, 0.296, 0.233, -0.574, 0.295, 0.293, -0.648, 0.292, 0.269, -0.571]
}

{
  "formula": "C3HN3O2",
  "method": "the ωB97M-V functional and the def2-TZVPD basis",
  "smiles": "N#CC#[N+][O-].N=C=O",
  "orbital_gap_ev": 10.258,
  "e_tot_ev": -11688.18954,
  "relative_energy_kcal_mol": 74.9,
  "elements": ["N", "C", "C", "N", "O", "N", "C", "O", "H"],
  "positions_angstrom": [[0.90, -1.92, 1.09], [0.92, -0.84, 0.65], [0.93, 0.48, 0.36], [0.99, 1.63, 0.24], [1.18, 2.78, 0.29], [-1.88, -0.66, -0.31], [-0.96, -0.33, -1.01], [-0.27, 0.04, -1.88], [-1.83, -1.18, 0.57]],
  "mulliken_charge": [-0.438, -0.161, 0.595, 0.588, -0.608, -0.537, 0.655, -0.421, 0.327]
}

{
  "formula": "C8H18Si",
  "method": "the ωB97M-V functional and the def2-TZVPD basis",
  "orbital_gap_ev": 7.380,
  "e_tot_ev": -16460.12149,
  "relative_energy_kcal_mol": 110.1,
  "elements": ["C", "C", "C", "C", "C", "C", "C", "C", "Si", "H", "H", "H", "H", "H", "H", "H", "H", "H", "H", "H", "H", "H", "H", "H", "H", "H", "H"],
  "positions_angstrom": [[2.29, -1.05, -0.60], [2.77, -0.38, 0.45], [4.22, 0.12, 0.51], [1.94, -0.07, 1.64], [-2.23, -3.89, -0.23], [-2.98, 3.24, -0.91], [-1.28, -3.10, 0.31], [-3.24, 1.83, -0.11], [-1.67, 1.45, 0.97], [2.93, -1.00, -1.49], [4.61, 0.34, 1.51], [4.85, -0.65, -0.06], [4.38, 0.97, -0.10], [2.06, 0.97, 1.83], [2.32, -0.51, 2.52], [0.89, -0.20, 1.62], [1.30, -1.26, -0.46], [-2.29, -4.58, -0.96], [-3.24, -3.65, 0.16], [-3.34, 4.07, -0.30], [-1.91, 3.33, -1.05], [-3.44, 3.18, -1.87], [-0.19, -3.01, -0.02], [-1.51, -2.47, 1.17], [-3.39, 1.22, -0.98], [-4.06, 2.05, 0.51], [-1.92, 2.23, 2.39]],
  "mulliken_charge": [-0.910, 0.928, -1.335, -1.291, -0.599, -1.009, -0.258, -0.589, 0.074, 0.301, 0.326, 0.333, 0.329, 0.372, 0.370, 0.216, 0.309, 0.367, 0.167, 0.295, 0.288, 0.324, 0.148, 0.182, 0.390, 0.331, -0.060]
}

{
  "formula": "C45H41ClGeN4O3ReS",
  "method": "the ωB97M-V functional and the def2-TZVPD basis",
  "orbital_gap_ev": [7.057, 6.946],
  "e_tot_ev": -141436.42888,
  "multiplicity": 4,
  "relative_energy_kcal_mol": 38.4,
  "elements": ["Re", "O", "C", "O", "C", "C", "C", "C", "C", "C", "S", "H", "H", "H", "H", "C", "C", "O", "N", "C", "C", "C", "C", "C", "C", "N", "H", "H", "H", "H", "H", "H", "H", "H", "H", "H", "Cl", "C", "C", "C", "C", "N", "C", "H", "H", "H", "H", "C", "C", "C", "C", "N", "C", "C", "H", "H", "H", "H", "H", "H", "H", "C", "Ge", "C", "C", "C", "C", "C", "C", "C", "C", "C", "C", "C", "C", "C", "C", "C", "C", "C", "C", "H", "H", "H", "H", "H", "H", "H", "H", "H", "H", "H", "H", "H", "H", "H", "H"],
  "positions_angstrom": [[-0.91, 0.53, -0.65], [-1.81, 2.27, 2.30], [-2.32, 2.37, 1.18], [-1.70, 2.62, 0.08], [-3.81, 2.19, 1.04], [-4.65, 3.00, 1.80], [-6.02, 2.93, 1.68], [-6.57, 2.02, 0.78], [-5.75, 1.20, 0.03], [-4.35, 1.27, 0.14], [-3.41, 0.09, -0.81], [-4.19, 3.69, 2.50], [-6.66, 3.56, 2.28], [-7.65, 1.95, 0.66], [-6.17, 0.48, -0.66], [3.15, -1.68, -3.24], [1.88, -0.89, -3.51], [1.63, 0.15, -2.93], [1.04, -1.41, -4.46], [-0.26, -0.83, -4.70], [-1.37, -1.59, -4.01], [-2.42, -2.13, -4.73], [-3.37, -2.91, -4.08], [-3.20, -3.14, -2.73], [-2.13, -2.53, -2.09], [-1.25, -1.74, -2.70], [3.93, -0.99, -2.93], [3.47, -2.26, -4.10], [2.97, -2.36, -2.40], [1.25, -2.30, -4.87], [-0.47, -0.85, -5.77], [-0.20, 0.21, -4.37], [-2.49, -1.94, -5.80], [-4.21, -3.32, -4.62], [-3.88, -3.77, -2.17], [-2.00, -2.67, -1.02], [-3.46, 2.43, -5.40], [-2.20, 2.69, -4.24], [-1.49, 3.87, -4.20], [-0.47, 3.98, -3.28], [-0.23, 2.94, -2.41], [-0.95, 1.81, -2.42], [-1.92, 1.68, -3.34], [-1.73, 4.68, -4.88], [0.13, 4.88, -3.21], [0.56, 2.99, -1.68], [-2.49, 0.76, -3.35], [-1.47, -4.50, 3.28], [-1.23, -3.26, 2.47], [-0.25, -3.21, 1.48], [-0.12, -2.07, 0.72], [-0.89, -0.99, 0.88], [-1.79, -1.00, 1.88], [-1.98, -2.11, 2.67], [-0.66, -5.22, 3.15], [-2.40, -4.98, 2.96], [-1.56, -4.26, 4.34], [0.40, -4.05, 1.29], [0.64, -2.00, -0.06], [-2.34, -0.09, 2.06], [-2.72, -2.06, 3.46], [0.78, 1.09, 0.10], [2.12, 0.44, 1.32], [1.45, -0.49, 2.89], [2.17, -1.48, 3.56], [1.70, -2.01, 4.76], [0.52, -1.55, 5.31], [-0.19, -0.53, 4.68], [0.28, 0.00, 3.48], [2.94, 2.05, 2.06], [4.31, 2.30, 2.10], [4.81, 3.50, 2.61], [3.93, 4.46, 3.10], [2.56, 4.22, 3.09], [2.07, 3.03, 2.57], [3.46, -0.54, 0.30], [4.25, 0.19, -0.60], [5.31, -0.41, -1.26], [5.61, -1.75, -1.06], [4.82, -2.50, -0.20], [3.75, -1.90, 0.47], [1.04, 2.14, -0.07], [3.11, -1.84, 3.17], [2.27, -2.78, 5.27], [0.15, -1.96, 6.25], [-1.10, -0.14, 5.12], [-0.28, 0.81, 3.01], [5.01, 1.56, 1.74], [5.88, 3.68, 2.63], [4.32, 5.40, 3.49], [1.88, 4.96, 3.48], [1.00, 2.87, 2.55], [4.03, 1.23, -0.78], [5.92, 0.18, -1.95], [6.45, -2.21, -1.56], [5.04, -3.55, -0.04], [3.13, -2.51, 1.11]],
  "mulliken_charge": [-0.012, -0.685, -0.172, -0.645, 0.208, -0.652, -0.592, -0.613, -0.785, 0.984, -0.272, 0.441, 0.391, 0.366, 0.457, -0.934, 0.536, -0.459, -0.104, -0.654, 0.503, -0.856, -0.586, -0.849, 0.001, 0.465, 0.080, 0.503, 0.173, 0.258, 0.427, 0.080, 0.420, 0.408, 0.494, 0.189, -0.239, -0.454, -0.177, -1.053, 0.186, 0.451, -0.529, 0.465, 0.473, 0.333, 0.495, -1.700, 0.783, -1.280, -0.365, 2.118, -0.517, -1.031, 0.393, 0.326, 0.394, 0.316, 0.544, -0.040, 0.438, 0.294, 1.392, 1.126, -0.724, -0.853, -0.655, -0.815, -0.387, -0.135, -0.403, -0.644, -0.501, -0.871, -0.039, 0.146, -0.104, -1.173, -0.245, -0.941, 0.108, 0.849, 0.446, 0.452, 0.430, 0.581, 0.107, 0.365, 0.407, 0.373, 0.442, 0.358, 0.347, 0.445, 0.371, 0.412, 0.190]
}

| no. | largest force on an atom (eV/A) |
| --- | --- |
| 1 | 5.61 |
| 2 | 2.81 |
| 3 | 5.24 |
| 4 | 1.02 |